1:
Computed, not measured: a 10-piece molecular cluster, H20O10 overall, with wB97M-V/def2-TZVPD.

Each line ends with the natural charge from an NBO analysis.
CARTESIAN COORDINATES (ANGSTROEM)
1 H 15.65 -4.21 -11.28  0.46
2 H 18.54 -6.24 -9.63  0.50
3 H 16.50 -4.77 -10.13  0.49
4 O 17.57 -6.94 -11.17  -0.96
5 H 20.72 -6.03 -10.82  0.50
6 H 17.58 -7.88 -11.39  0.48
7 H 22.54 -6.45 -6.69  0.48
8 H 21.06 -4.89 -11.80  0.47
9 H 17.38 -4.25 -12.24  0.46
10 H 20.68 -3.63 -5.35  0.46
11 O 21.36 -7.40 -9.64  -0.95
12 H 21.29 -7.33 -8.67  0.51
13 H 20.61 -3.66 -9.41  0.50
14 H 18.84 -4.72 -12.15  0.49
15 O 18.22 -4.22 -12.71  -0.97
16 O 18.49 -5.97 -8.70  -1.00
17 H 16.46 -8.47 -8.65  0.45
18 H 20.66 -3.41 -6.88  0.48
19 O 20.82 -4.12 -8.59  -0.96
20 H 21.96 -6.68 -9.87  0.45
21 H 21.77 -3.98 -8.47  0.48
22 O 20.32 -5.38 -11.43  -0.97
23 H 16.99 -7.07 -8.31  0.50
24 H 21.14 -6.81 -6.20  0.49
25 O 16.12 -3.95 -10.48  -0.93
26 H 17.07 -6.52 -11.88  0.48
27 O 20.52 -2.96 -6.03  -0.96
28 O 21.67 -6.73 -7.00  -0.96
29 H 19.38 -5.64 -8.49  0.49
30 O 16.20 -7.64 -8.25  -0.96

Computed properties:
SMILES string = O.O.O.O.O.O.O.O.O.O
frontier orbital gap = 10.2 eV
LUMO level = -0.4 eV
2S+1 = 1



2:
Computed, not measured: a 10-piece molecular cluster, H20O10 overall, with wB97M-V/def2-TZVPD.

Each line ends with the natural charge from an NBO analysis.
CARTESIAN COORDINATES (ANGSTROEM)
1 O -1.68 -1.25 -2.09  -0.94
2 O 2.29 0.99 2.17  -0.92
3 O -0.13 0.91 -2.77  -0.97
4 H -2.61 -1.22 -2.28  0.47
5 H -1.74 1.91 1.47  0.47
6 H 1.24 0.16 -1.91  0.52
7 O 1.86 -0.17 -1.27  -0.99
8 O -2.30 2.40 0.87  -0.94
9 H 3.08 0.96 -0.74  0.49
10 H -0.68 -2.72 2.34  0.50
11 H -0.57 1.70 -2.56  0.48
12 H 1.87 0.58 2.93  0.47
13 H 2.30 -0.94 -1.58  0.48
14 H -2.25 -2.90 0.66  0.48
15 H -3.51 -2.88 -0.18  0.46
16 O -0.45 -0.11 0.25  -1.01
17 H -1.59 -1.19 -1.19  0.49
18 H -0.70 -0.73 0.90  0.48
19 H 4.58 0.66 -0.65  0.45
20 O -1.39 -2.18 2.00  -0.96
21 H 1.75 2.11 0.87  0.49
22 H -0.78 0.24 -2.57  0.50
23 H 2.71 0.24 1.80  0.47
24 O 1.24 2.46 0.12  -0.97
25 H -1.78 -1.67 2.70  0.50
26 H 0.44 -0.16 -0.04  0.50
27 H 0.47 1.90 0.05  0.46
28 O 3.93 1.38 -0.64  -0.96
29 O -2.72 -3.37 -0.03  -0.96
30 H -2.89 2.91 1.37  0.46

Computed properties:
SMILES string = O.O.O.O.O.O.O.O.O.O
frontier orbital gap = 9.5 eV
LUMO level = -0.5 eV
2S+1 = 1



3:
Computed, not measured: a 10-piece molecular cluster, H20O10 overall, with wB97M-V/def2-TZVPD.

Each line ends with the natural charge from an NBO analysis.
CARTESIAN COORDINATES (ANGSTROEM)
1 H 1.72 1.78 0.09  0.47
2 O -2.87 -1.84 -0.85  -0.94
3 O -0.77 0.60 4.05  -0.98
4 H -0.32 -3.09 -1.84  0.45
5 H -1.21 0.63 3.21  0.49
6 O -2.08 0.50 -2.43  -0.94
7 O -2.60 3.71 -0.89  -0.93
8 H 1.74 -3.33 1.98  0.49
9 H -0.56 -1.77 -1.64  0.48
10 H -2.82 0.21 -1.93  0.48
11 H -3.12 -2.57 -0.28  0.47
12 H -1.78 1.90 0.01  0.48
13 H 3.14 -2.63 1.48  0.49
14 H -1.76 3.93 -0.47  0.47
15 H 2.13 -0.49 1.86  0.48
16 H 3.92 -0.48 -2.17  0.49
17 H 0.09 0.97 4.13  0.49
18 O 0.18 -2.26 -2.02  -0.93
19 H -2.31 3.39 -1.76  0.46
20 O 3.22 -0.52 -1.52  -0.97
21 O 1.41 -0.05 2.29  -0.96
22 O 2.20 -2.65 1.57  -0.98
23 H -0.52 2.60 0.47  0.45
24 O -0.97 1.75 0.52  -0.94
25 O 2.56 1.80 -0.38  -0.98
26 H 1.04 -0.62 2.93  0.47
27 H -3.07 -2.32 -1.68  0.47
28 H 2.83 -1.39 -1.41  0.50
29 H -2.22 1.38 -2.78  0.46
30 H 2.79 0.87 -0.56  0.49

Computed properties:
SMILES string = O.O.O.O.O.O.O.O.O.O
frontier orbital gap = 10.1 eV
LUMO level = 0.1 eV
2S+1 = 1



Q: Which of them is the most stable? A: 1.



1:
Computed, not measured: a 10-piece molecular cluster, H20O10 overall, with wB97M-V/def2-TZVPD.

Each line ends with the natural charge from an NBO analysis.
CARTESIAN COORDINATES (ANGSTROEM)
1 O 0.00 -1.97 1.27  -0.97
2 O -2.39 -1.18 -1.14  -1.00
3 O 0.31 -2.21 -1.58  -0.99
4 H 3.18 -0.06 -1.38  0.48
5 H 1.72 -1.45 1.78  0.50
6 H -0.10 1.90 1.58  0.50
7 H 1.05 -1.62 -1.76  0.50
8 O 2.43 -1.00 1.30  -0.97
9 H -1.96 -0.83 2.49  0.47
10 H 2.11 0.76 1.21  0.52
11 O 1.83 1.73 1.16  -1.02
12 H -2.20 0.54 -1.20  0.51
13 H 2.15 -1.16 0.41  0.49
14 H -1.52 -1.58 -1.34  0.51
15 H 0.98 1.89 -0.55  0.49
16 H -2.60 -1.25 -0.18  0.50
17 H 2.57 2.28 1.35  0.49
18 H -2.57 1.88 -1.82  0.49
19 H -0.55 -1.25 1.25  0.49
20 O 0.80 2.02 -1.50  -0.99
21 O 2.28 -0.29 -1.56  -1.00
22 H -1.10 1.95 0.36  0.50
23 H 0.48 -2.49 -0.67  0.48
24 O -1.05 1.92 1.32  -0.98
25 H 1.78 0.50 -1.71  0.51
26 O -2.10 1.51 -1.08  -1.01
27 H -1.75 0.38 1.53  0.51
28 H -0.17 1.78 -1.57  0.50
29 O -2.24 -0.48 1.63  -1.00
30 H -0.57 -2.61 1.63  0.48

Computed properties:
SMILES string = O.O.O.O.O.O.O.O.O.O
frontier orbital gap = 11.4 eV
LUMO level = 0.1 eV
2S+1 = 1



2:
Computed, not measured: a 10-piece molecular cluster, H20O10 overall, with wB97M-V/def2-TZVPD.

Each line ends with the natural charge from an NBO analysis.
CARTESIAN COORDINATES (ANGSTROEM)
1 O 3.57 -1.93 1.70  -0.91
2 H 0.53 2.80 -2.27  0.46
3 O -1.57 -2.50 3.53  -0.94
4 O 2.68 1.26 -3.11  -0.91
5 H -0.83 -1.92 3.57  0.47
6 H -1.87 -2.62 4.43  0.47
7 H -0.99 2.91 -2.69  0.48
8 H 3.26 1.22 -2.35  0.47
9 H 3.56 -1.42 0.87  0.46
10 H -1.57 -3.42 -0.31  0.47
11 H 1.10 -0.19 -0.27  0.48
12 O -0.34 3.25 -2.15  -0.94
13 H -2.89 0.11 0.68  0.47
14 H -0.08 0.87 -0.79  0.48
15 O -1.85 -3.28 0.59  -0.96
16 H -0.79 -2.32 -4.36  0.47
17 O -0.20 -2.76 -3.74  -0.94
18 H -1.24 -2.66 1.07  0.49
19 O -1.23 4.92 1.08  -0.94
20 O 0.08 0.23 2.33  -0.92
21 H 0.02 0.97 1.69  0.48
22 H 0.41 -3.24 -4.24  0.47
23 H -1.68 0.44 0.00  0.45
24 H 1.00 -0.04 2.27  0.43
25 O -1.97 0.42 0.85  -0.92
26 H -0.93 4.26 0.41  0.47
27 O 0.17 0.03 -0.27  -0.96
28 H 1.79 1.40 -2.65  0.44
29 H 2.92 -1.36 2.25  0.46
30 H -1.05 4.56 1.91  0.46

Computed properties:
SMILES string = O.O.O.O.O.O.O.O.O.O
frontier orbital gap = 9.8 eV
LUMO level = -0.8 eV
2S+1 = 1



Q: Which of them is the most stable? A: 1.



1:
Computed, not measured: a 6-piece molecular cluster, H12O6 overall, with wB97M-V/def2-TZVPD.

Each line ends with the natural charge from an NBO analysis.
CARTESIAN COORDINATES (ANGSTROEM)
1 H -1.21 -0.18 0.68  0.50
2 H 2.67 -1.23 0.59  0.50
3 O 2.17 -0.83 -0.12  -0.98
4 O -1.24 1.23 1.69  -0.94
5 O -2.49 -2.92 -0.50  -0.96
6 H -1.17 1.49 -1.54  0.45
7 H 3.45 1.84 0.01  0.46
8 H -0.61 1.93 1.76  0.49
9 H 0.07 -0.90 0.32  0.49
10 H 2.20 0.86 -0.04  0.49
11 H -0.08 0.66 -1.12  0.47
12 H -3.31 -2.44 -0.18  0.46
13 O -0.23 1.46 -1.59  -0.93
14 O -0.82 -0.72 0.00  -0.99
15 H -1.93 1.63 1.20  0.47
16 O 2.49 1.79 -0.07  -0.97
17 H -1.82 -2.28 -0.25  0.49
18 H 1.88 -1.40 -0.85  0.51

Computed properties:
SMILES string = O.O.O.O.O.O
frontier orbital gap = 10.9 eV
LUMO level = 0.1 eV
2S+1 = 1



2:
Computed, not measured: a 6-piece molecular cluster, H12O6 overall, with wB97M-V/def2-TZVPD.

Each line ends with the natural charge from an NBO analysis.
CARTESIAN COORDINATES (ANGSTROEM)
1 H 4.19 0.78 1.01  0.46
2 O 0.88 -2.30 -0.79  -0.95
3 H -0.26 -0.25 1.53  0.47
4 O 2.38 1.89 -0.53  -0.93
5 H 2.14 2.23 -1.35  0.47
6 O -3.82 3.53 0.01  -0.93
7 H 0.79 -0.77 0.59  0.49
8 H 1.23 -3.15 -1.15  0.47
9 O -3.95 -2.33 0.08  -0.93
10 H -3.50 -1.84 -0.60  0.47
11 H 4.52 -0.62 0.63  0.46
12 H -3.06 2.88 0.21  0.47
13 H 0.56 -2.51 0.05  0.48
14 H -4.72 -2.68 -0.39  0.46
15 O 4.63 0.33 0.28  -0.92
16 O -0.06 -1.06 0.93  -0.95
17 H -4.40 2.98 -0.45  0.46
18 H 1.99 2.48 0.13  0.46

Computed properties:
SMILES string = O.O.O.O.O.O
frontier orbital gap = 11.1 eV
LUMO level = 0.1 eV
2S+1 = 1



3:
Computed, not measured: a 6-piece molecular cluster, H12O6 overall, with wB97M-V/def2-TZVPD.

Each line ends with the natural charge from an NBO analysis.
CARTESIAN COORDINATES (ANGSTROEM)
1 H -18.81 -19.80 13.75  0.47
2 H -20.07 -20.40 13.18  0.47
3 O -11.30 -20.34 16.07  -0.94
4 H -10.68 -20.59 15.38  0.47
5 H -18.45 -14.50 16.14  0.47
6 H -16.17 -17.06 15.44  0.48
7 H -14.99 -19.47 11.75  0.47
8 H -14.91 -17.80 15.04  0.47
9 O -17.82 -14.60 16.86  -0.94
10 O -15.78 -17.57 14.72  -0.95
11 H -19.46 -16.68 19.52  0.47
12 H -11.89 -21.08 16.14  0.47
13 H -17.14 -13.95 16.67  0.47
14 H -13.91 -19.61 10.70  0.47
15 O -19.44 -20.51 13.88  -0.94
16 O -14.85 -19.74 10.84  -0.94
17 H -20.83 -17.30 19.35  0.47
18 O -20.26 -16.88 20.00  -0.94

Computed properties:
SMILES string = O.O.O.O.O.O
frontier orbital gap = 11.7 eV
LUMO level = 0.3 eV
2S+1 = 1



Q: Which of them is the most stable? A: 1.



1:
Computed, not measured: a 6-piece molecular cluster, H12O6 overall, with wB97M-V/def2-TZVPD.

Each line ends with the natural charge from an NBO analysis.
CARTESIAN COORDINATES (ANGSTROEM)
1 O 0.64 1.33 0.16  -0.95
2 H -1.88 -0.02 -0.46  0.47
3 H -0.22 -0.69 -3.15  0.47
4 H 2.95 -0.90 2.32  0.47
5 H 0.11 -2.10 3.44  0.47
6 H 2.54 -0.94 3.77  0.47
7 O 2.41 -0.45 2.96  -0.95
8 H 0.99 0.52 0.55  0.48
9 H 0.53 1.92 0.90  0.47
10 O -0.62 3.95 -3.26  -0.94
11 O -0.38 -2.83 3.83  -0.94
12 H -0.79 3.01 -3.27  0.47
13 H -1.05 -0.76 -4.41  0.47
14 H 0.25 -3.55 3.84  0.46
15 O -0.16 -0.86 -4.09  -0.94
16 H -3.12 -0.80 -0.05  0.47
17 O -2.26 -0.90 -0.47  -0.94
18 H 0.07 4.07 -2.61  0.47

Computed properties:
SMILES string = O.O.O.O.O.O
frontier orbital gap = 11.5 eV
LUMO level = 0.1 eV
2S+1 = 1



2:
Computed, not measured: a 6-piece molecular cluster, H12O6 overall, with wB97M-V/def2-TZVPD.

Each line ends with the natural charge from an NBO analysis.
CARTESIAN COORDINATES (ANGSTROEM)
1 H -0.07 1.79 -3.29  0.46
2 H 2.22 -1.63 0.82  0.48
3 H -1.91 0.61 -0.98  0.49
4 O 2.50 -1.44 1.73  -0.94
5 O -1.00 -2.22 0.84  -0.96
6 H -0.19 -0.64 0.04  0.50
7 H 0.29 0.82 0.15  0.50
8 H -3.33 0.43 -0.44  0.45
9 O -2.84 0.73 -1.21  -0.95
10 O 0.09 0.84 -3.33  -0.96
11 H -1.21 -3.15 0.99  0.49
12 O 0.97 2.16 1.34  -0.95
13 O 0.02 0.14 -0.49  -1.01
14 H 3.46 -1.36 1.68  0.47
15 H -1.84 -1.77 0.92  0.48
16 H 1.92 2.23 1.43  0.48
17 H 0.26 0.58 -2.42  0.49
18 H 0.66 1.88 2.21  0.48

Computed properties:
SMILES string = O.O.O.O.O.O
frontier orbital gap = 10.7 eV
LUMO level = 0.2 eV
2S+1 = 1



Q: Which of them is the most stable? A: 2.



1:
Computed, not measured: an isolated molecule of CH3N5, with wB97M-V/def2-TZVPD.

Each line ends with the natural charge from an NBO analysis.
CARTESIAN COORDINATES (ANGSTROEM)
1 N 1.90 0.57 0.45  -0.66
2 N -0.54 -0.17 0.68  -0.50
3 H 2.05 0.68 1.43  0.34
4 N -1.32 -0.76 -0.50  -0.29
5 C 0.60 0.37 0.06  0.46
6 N -0.71 -0.05 -1.55  0.07
7 N 0.32 0.34 -1.24  -0.20
8 H -2.26 -0.07 -0.54  0.38
9 H -0.03 -0.91 1.21  0.40

Computed properties:
SMILES string = [H]/N=c1/nn[nH][nH]1
frontier orbital gap = 9.5 eV
LUMO level = -0.2 eV
2S+1 = 1



2:
Computed, not measured: an isolated molecule of CH3N5, with wB97M-V/def2-TZVPD.

Each line ends with the natural charge from an NBO analysis.
CARTESIAN COORDINATES (ANGSTROEM)
1 N -1.08 2.63 -0.50  0.03
2 H 1.46 -0.82 1.34  0.22
3 N -0.02 -0.22 -1.09  0.00
4 C 0.48 -1.07 0.95  -0.45
5 N 0.03 0.02 0.15  -0.23
6 H 0.53 -2.01 0.38  0.20
7 N -0.77 1.81 -1.19  0.25
8 H -0.20 -1.17 1.79  0.22
9 N -0.43 0.84 -1.82  -0.24

Computed properties:
frontier orbital gap = 10.2 eV
LUMO level = 0.3 eV
2S+1 = 1



Q: Which of them is the most stable? A: 2.